[1]
{"formula": "C4H13N3", "method": "the ωB97M-V functional and the def2-TZVPD basis", "species": ["C", "N", "C", "C", "N", "C", "N", "H", "H", "H", "H", "H", "H", "H", "H", "H", "H", "H", "H", "H"], "coordinates": [[-1.74721, -1.44867, 1.15792], [-0.85359, -0.37136, 1.33479], [0.53666, -0.59496, 1.42461], [1.31726, 0.57090, 0.75893], [0.79186, 1.14271, -0.41245], [0.54975, 0.38583, -1.63422], [-0.15770, 1.30042, -2.48906], [-2.82481, -1.24701, 1.57798], [-1.77784, -1.80193, 0.05533], [-1.39532, -2.37237, 1.68903], [-0.90368, 0.61988, 1.11869], [0.75519, -1.68104, 1.02867], [0.94631, -0.57771, 2.50208], [1.29805, 1.30177, 1.55690], [2.34160, 0.27130, 0.59608], [0.93991, 2.15312, -0.74002], [1.33318, -0.13233, -2.24907], [-0.34698, -0.37471, -1.34229], [0.35339, 1.74002, -3.21334], [-1.15604, 1.11616, -2.72056]], "orbital_gap_ev": 9.01, "multiplicity": 1, "de_lowest_kcal_mol": 62.4, "smiles": "CNCCNCN"}

---

[2]
{"formula": "C49H39Br2N3O3ReSb2", "method": "the ωB97M-V functional and the def2-TZVPD basis", "species": ["Re", "Br", "C", "C", "C", "C", "O", "C", "C", "N", "C", "C", "C", "C", "C", "C", "C", "C", "N", "C", "C", "H", "H", "H", "H", "H", "H", "H", "H", "H", "H", "C", "C", "C", "Sb", "C", "C", "C", "C", "C", "C", "C", "C", "C", "C", "C", "C", "Sb", "C", "C", "C", "C", "C", "C", "C", "C", "C", "C", "C", "C", "H", "H", "H", "H", "H", "H", "H", "H", "H", "H", "H", "H", "H", "H", "H", "H", "H", "H", "H", "H", "H", "H", "H", "H", "H", "H", "Br", "C", "C", "C", "C", "C", "N", "C", "O", "O", "H", "H", "H"], "coordinates": [[-0.25558, -2.12695, 1.13510], [-3.64145, 2.75117, 5.36961], [-3.13366, 1.36608, 4.20296], [-3.94177, 1.06359, 3.09806], [-3.59354, 0.06049, 2.22787], [-2.39681, -0.65620, 2.39916], [-2.10205, -1.58516, 1.50851], [-1.60140, -0.38134, 3.54358], [-0.54126, -1.25750, 3.93239], [0.01668, -2.11327, 3.12677], [0.70367, -3.25535, 3.61796], [1.42959, -3.35377, 4.77368], [1.95791, -4.60480, 5.15847], [1.72345, -5.72779, 4.41310], [0.97332, -5.64822, 3.21361], [0.64115, -6.76532, 2.41413], [-0.10753, -6.58249, 1.28338], [-0.47240, -5.28172, 0.90572], [-0.18139, -4.20922, 1.61546], [0.49940, -4.39402, 2.79834], [-2.00098, 0.63054, 4.44224], [-4.84964, 1.62806, 2.93896], [-4.21694, -0.19136, 1.38208], [-0.27356, -1.29189, 4.98514], [1.59722, -2.48821, 5.39988], [2.53640, -4.67011, 6.06804], [2.10290, -6.68806, 4.73072], [0.97632, -7.75023, 2.70638], [-0.39357, -7.41172, 0.65476], [-0.99339, -5.11451, -0.02816], [-1.40263, 0.82223, 5.32232], [1.73658, -0.32304, -2.03207], [2.79309, 0.77365, -1.97139], [2.79429, 1.57889, -0.69015], [0.88109, 2.55799, 0.13593], [-1.24596, 3.02706, 0.28461], [-2.22575, 2.05025, 0.35739], [-3.55689, 2.43881, 0.38003], [-3.89437, 3.78500, 0.36649], [-2.90121, 4.74866, 0.35216], [-1.56469, 4.37572, 0.31840], [1.33159, 4.32196, -0.96989], [0.56927, 4.73082, -2.06076], [0.94182, 5.84270, -2.79776], [2.07270, 6.56678, -2.44337], [2.82943, 6.17597, -1.35028], [2.46373, 5.05417, -0.62081], [-0.08799, 0.76747, -2.13573], [-1.60423, -0.68090, -1.92053], [-2.86976, -0.36100, -2.40788], [-3.91334, -1.26177, -2.29585], [-3.71050, -2.49608, -1.69421], [-2.46106, -2.82822, -1.20191], [-1.41438, -1.92085, -1.30304], [-0.12092, 1.09930, -4.21792], [0.52395, 2.22217, -4.72821], [0.60259, 2.40844, -6.10011], [0.02776, 1.48414, -6.95876], [-0.62163, 0.36913, -6.44857], [-0.69751, 0.17183, -5.07895], [1.75841, -0.94778, -1.14344], [1.83772, -0.94982, -2.91693], [2.68330, 1.44301, -2.83027], [3.79452, 0.33668, -2.06796], [3.34149, 2.51330, -0.78585], [3.16688, 1.02067, 0.16397], [-1.96674, 0.99931, 0.39552], [-4.33271, 1.69038, 0.41121], [-4.93357, 4.08285, 0.37981], [-3.15922, 5.79787, 0.36070], [-0.79927, 5.13850, 0.31312], [-0.33819, 4.19774, -2.32869], [0.34472, 6.14957, -3.64543], [2.35754, 7.43917, -3.01384], [3.70223, 6.74506, -1.06197], [3.06680, 4.76667, 0.23488], [-3.04686, 0.59461, -2.88715], [-4.88769, -1.00308, -2.68616], [-4.52611, -3.19920, -1.60942], [-2.31741, -3.78819, -0.72243], [-0.37813, -2.20327, -0.96690], [0.96121, 2.96181, -4.06736], [1.10702, 3.27866, -6.49626], [0.08283, 1.63322, -8.02711], [-1.07103, -0.35002, -7.11865], [-1.20205, -0.70725, -4.69496], [2.32544, -4.36829, -0.53843], [2.82185, -2.94988, 0.58650], [4.15551, -2.81598, 0.94025], [4.55368, -1.69528, 1.65294], [3.62084, -0.70750, 1.92356], [2.31064, -0.91254, 1.53830], [1.88272, -2.06160, 0.94392], [1.28398, 0.17934, 1.61151], [1.54534, 1.27624, 2.09510], [0.19166, -0.11211, 0.96455], [4.86271, -3.57394, 0.63882], [5.58543, -1.57945, 1.94850], [3.87841, 0.22850, 2.39896]], "orbital_gap_ev": [3.74, 3.82], "charge": 2, "multiplicity": 2, "s2": 0.767, "de_lowest_kcal_mol": 96.0}

---

[3]
{"formula": "C3H8N2", "method": "the ωB97M-V functional and the def2-TZVPD basis", "species": ["H", "N", "C", "N", "C", "C", "H", "H", "H", "H", "H", "H", "H"], "coordinates": [[1.40538, -2.60234, -0.50252], [0.75815, -2.28955, -1.20167], [0.13780, -1.20865, -0.92731], [0.11820, -0.68035, 0.33255], [-0.74208, 0.33732, 0.42827], [0.05989, 1.64621, 0.29210], [-0.73234, -0.84876, -1.55888], [0.99913, -0.58255, 0.99332], [-0.99743, 0.22864, 1.45679], [-1.57227, 0.28116, -0.18132], [0.58937, 1.22695, -0.63453], [0.76322, 1.98611, 1.27964], [-0.78701, 2.50583, 0.22356]], "orbital_gap_ev": 9.60, "multiplicity": 1, "de_lowest_kcal_mol": 86.3, "smiles": "[H]/N=C\\NCC"}

---

no.,largest force on an atom (eV Å⁻¹)
1,4.1
2,3.0
3,6.5